Record 1
ORCA calculation (ωB97M-V/def2-TZVPD) on a structure of composition C25H19N3O5S4V.

Cartesian coordinates (Å):
1 V 1.263 0.137 -0.767
2 S 2.426 -2.059 -0.544
3 C 2.103 -2.946 0.921
4 C 2.637 -4.244 1.059
5 C 2.438 -5.014 2.187
6 C 1.692 -4.522 3.255
7 C 1.164 -3.246 3.150
8 C 1.345 -2.463 2.010
9 S 0.597 -0.847 2.004
10 C -1.089 -1.341 1.590
11 C -1.792 -0.409 0.640
12 C -3.164 -0.603 0.476
13 C -3.852 0.181 -0.420
14 C -3.167 1.193 -1.073
15 C -1.817 1.365 -0.810
16 C -1.159 2.618 -1.339
17 S 0.647 2.615 -1.468
18 C 1.091 3.556 -0.015
19 C 0.585 4.843 0.134
20 C 0.913 5.613 1.235
21 C 1.782 5.075 2.183
22 C 2.311 3.813 2.015
23 C 2.002 3.006 0.902
24 S 2.778 1.459 0.700
25 N -1.122 0.535 -0.025
26 H 3.227 -4.631 0.236
27 H 2.874 -6.007 2.238
28 H 1.536 -5.114 4.149
29 H 0.594 -2.822 3.969
30 H -1.699 -1.375 2.494
31 H -1.047 -2.337 1.141
32 H -3.661 -1.355 1.073
33 H -4.913 0.035 -0.584
34 H -3.671 1.875 -1.746
35 H -1.430 3.425 -0.657
36 H -1.574 2.856 -2.320
37 H -0.082 5.242 -0.623
38 H 0.498 6.606 1.357
39 H 2.043 5.648 3.066
40 H 2.979 3.398 2.759
41 O 2.951 -0.114 -4.526
42 C 2.283 -0.160 -3.493
43 O 2.491 0.400 -2.379
44 C 0.990 -0.993 -3.527
45 C 0.691 -1.785 -4.623
46 C -0.462 -2.549 -4.602
47 C -1.277 -2.488 -3.483
48 C -0.907 -1.665 -2.433
49 N 0.200 -0.923 -2.449
50 H 1.391 -1.779 -5.447
51 H -0.721 -3.186 -5.440
52 H -2.187 -3.070 -3.405
53 H -1.521 -1.597 -1.544
54 O -3.103 0.444 3.463
55 N -2.554 1.544 3.184
56 O -3.189 2.604 3.342
57 O -1.366 1.562 2.808

Forces on atoms 1 to 2 (eV/Å):
V 0.135 0.250 0.129
S -0.004 -0.227 0.211

Summary:
- Charge: -2
- LUMO level (alpha / beta): 4.32 / 4.32 eV
- Spin multiplicity: 4
- Orbital gap (alpha / beta): 5.594 / 6.048 eV
- F_max: 0.6 eV/A
- <S²>: 3.76
- M: 620.66 g/mol



Record 2
ORCA calculation (ωB97M-V/def2-TZVPD) on the ion C25H20Br2NO4 with charge -1 at a distorted geometry.

Cartesian coordinates (Å):
1 C -4.126 2.872 2.638
2 C -2.866 3.256 1.925
3 O -2.491 2.085 1.103
4 C -1.298 2.237 0.529
5 O -0.600 3.167 0.900
6 C -0.801 1.059 -0.379
7 C -2.047 0.454 -0.764
8 N -3.094 0.123 -1.172
9 C -0.205 1.822 -1.589
10 C 0.772 2.807 -1.376
11 C 1.467 3.381 -2.444
12 C 1.198 2.945 -3.748
13 C 0.153 2.044 -3.993
14 C -0.551 1.480 -2.913
15 C -0.134 -0.419 0.251
16 C 1.110 -1.112 -0.264
17 C 2.058 -1.710 0.614
18 C 3.239 -2.265 0.158
19 C 3.480 -2.258 -1.249
20 O 4.521 -2.943 -1.816
21 C 5.334 -3.841 -1.021
22 C 2.611 -1.548 -2.125
23 C 1.463 -0.984 -1.627
24 C -0.966 -1.218 1.151
25 C -2.142 -0.717 1.800
26 C -2.831 -1.394 2.768
27 Br -4.472 -0.748 3.503
28 C -2.400 -2.734 3.222
29 O -3.015 -3.403 4.083
30 C -1.195 -3.256 2.530
31 Br -0.628 -5.016 2.971
32 C -0.604 -2.558 1.527
33 H -4.432 3.730 3.246
34 H -4.932 2.646 1.928
35 H -3.967 2.007 3.296
36 H -2.993 4.045 1.165
37 H -2.034 3.485 2.599
38 H 0.928 3.218 -0.380
39 H 2.196 4.163 -2.224
40 H 1.808 3.341 -4.565
41 H -0.152 1.765 -5.013
42 H -1.401 0.807 -3.104
43 H 0.306 0.677 0.706
44 H 1.822 -1.777 1.671
45 H 3.917 -2.751 0.866
46 H 6.012 -4.271 -1.756
47 H 5.902 -3.291 -0.258
48 H 4.729 -4.632 -0.556
49 H 2.844 -1.528 -3.183
50 H 0.790 -0.483 -2.309
51 H -2.568 0.243 1.586
52 H 0.285 -3.003 1.092

Forces on atoms 1 to 2 (eV/Å):
C -0.301 0.170 0.168
C 0.048 -0.644 -0.885

Summary:
- SMILES string: CCOC(=O)[C@@](C#N)(c1ccccc1)[C@H](c1ccc(OC)cc1)c1cc(Br)c([O-])c(Br)c1
- Charge: -1
- LUMO level: 2.47 eV
- Orbital gap: 5.856 eV
- F_max: 6.1 eV/A
- M: 558.25 g/mol



Record 3
ORCA calculation (ωB97M-V/def2-TZVPD) on a structure of composition C25H20BrCl5F5N2O4TeV at a distorted geometry.

Cartesian coordinates (Å):
1 V -0.921 1.234 -0.141
2 O -4.279 -0.668 -0.711
3 C -4.011 -1.497 -1.730
4 C -5.098 -2.203 -2.258
5 C -4.929 -3.110 -3.288
6 C -3.666 -3.337 -3.823
7 C -2.590 -2.634 -3.303
8 C -2.734 -1.719 -2.269
9 C -1.520 -0.994 -1.730
10 O -1.784 0.362 -1.583
11 N -1.122 -1.641 -0.476
12 N -0.278 -0.738 0.220
13 C 0.298 -1.253 1.289
14 C 0.890 -0.496 2.291
15 Br 0.488 1.394 2.172
16 C 1.673 -0.878 3.370
17 C 2.343 -2.130 3.557
18 C 2.616 -3.056 2.523
19 C 3.281 -4.242 2.779
20 C 3.709 -4.569 4.061
21 C 3.470 -3.662 5.092
22 C 2.809 -2.475 4.847
23 H -3.524 -0.095 -0.458
24 H -6.073 -2.009 -1.829
25 H -5.791 -3.641 -3.677
26 H -3.524 -4.044 -4.631
27 H -1.595 -2.791 -3.705
28 H -0.682 -1.133 -2.426
29 H -1.961 -1.741 0.097
30 H 0.264 -2.331 1.417
31 H 1.786 -0.159 4.174
32 H 2.333 -2.816 1.508
33 H 3.478 -4.921 1.956
34 H 4.223 -5.503 4.253
35 H 3.802 -3.888 6.100
36 H 2.628 -1.783 5.662
37 Cl 2.767 0.105 -0.510
38 C 2.878 1.821 -0.449
39 C 1.770 2.656 -0.771
40 C 1.894 3.987 -0.303
41 Cl 0.549 5.066 -0.220
42 C 3.095 4.492 0.207
43 Cl 3.223 6.147 0.673
44 C 4.208 3.677 0.340
45 Cl 5.706 4.316 0.911
46 C 4.078 2.327 0.048
47 Cl 5.422 1.286 0.334
48 F -1.714 3.983 2.711
49 Te -3.118 2.848 1.809
50 F -3.531 4.554 1.121
51 F -4.871 3.079 2.728
52 F -2.316 0.490 1.038
53 F -4.205 2.286 0.316
54 O -1.617 2.747 0.191
55 C 0.494 0.813 -3.617
56 O 1.171 1.133 -2.434
57 C 0.578 2.102 -1.513
58 C -0.203 3.107 -2.357
59 H 0.523 1.626 -4.354
60 H -0.550 0.538 -3.450
61 H 1.024 -0.045 -4.037
62 H -0.903 2.554 -2.982
63 H 0.451 3.706 -3.006
64 H -0.811 3.762 -1.753

Forces on atoms 1 to 2 (eV/Å):
V -0.947 1.083 0.172
O 0.026 -0.026 0.001

Summary:
- Charge: -2
- LUMO level (alpha / beta): 3.92 / 3.92 eV
- Spin multiplicity: 3
- Orbital gap (alpha / beta): 5.013 / 6.654 eV
- F_max: 1.4 eV/A
- <S²>: 2.05
- M: 943.15 g/mol



Record 4
ORCA calculation (ωB97M-V/def2-TZVPD) on a structure of composition C25H20CeI3N2O3 at a distorted geometry.

Cartesian coordinates (Å):
1 Ce -1.199 0.018 -0.003
2 I 2.765 5.573 3.997
3 C 1.279 4.352 3.209
4 C 0.284 4.891 2.372
5 C -0.710 4.089 1.854
6 I -2.397 5.015 1.124
7 C -0.679 2.588 2.006
8 O -1.643 1.856 1.494
9 C 0.439 2.120 2.738
10 C 0.533 0.615 2.859
11 N 0.795 -0.096 1.561
12 C 2.149 0.300 1.004
13 C 2.082 0.952 -0.329
14 C 3.259 1.148 -1.074
15 C 3.227 2.074 -2.151
16 C 2.002 2.650 -2.506
17 C 0.871 2.302 -1.795
18 N 0.919 1.444 -0.781
19 C 1.365 2.983 3.355
20 H 0.302 5.960 2.203
21 H -0.433 0.254 3.273
22 H 1.407 0.327 3.462
23 H 0.902 -1.070 1.816
24 H 2.823 -0.578 1.016
25 H 2.686 1.060 1.653
26 H 4.229 0.806 -0.745
27 H 4.181 2.416 -2.582
28 H 1.991 3.373 -3.339
29 H -0.113 2.570 -2.200
30 H 2.115 2.559 3.973
31 C -3.911 1.305 0.065
32 C -4.188 -0.059 0.261
33 C -3.894 -0.750 -0.953
34 C -3.415 0.188 -1.878
35 C -3.432 1.456 -1.260
36 H -4.037 2.165 0.759
37 H -4.643 -0.454 1.135
38 H -4.012 -1.831 -1.042
39 H -3.181 -0.023 -2.897
40 H -3.114 2.382 -1.738
41 I 1.642 -8.422 -2.437
42 C 0.883 -6.446 -1.882
43 C 0.419 -6.224 -0.554
44 C -0.114 -4.983 -0.273
45 C -0.152 -3.882 -1.148
46 C 0.208 -4.186 -2.480
47 C 0.712 -5.447 -2.863
48 C -0.522 -2.543 -0.742
49 O -0.396 -1.559 -1.609
50 O -1.074 -2.285 0.381
51 H 0.389 -7.080 0.103
52 H -0.584 -4.799 0.720
53 H 0.071 -3.355 -3.215
54 H 0.912 -5.718 -3.915

Forces on atoms 1 to 2 (eV/Å):
Ce -3.057 2.054 -0.341
I 0.025 0.097 0.087

Summary:
- LUMO level (alpha / beta): -0.40 / -0.40 eV
- Spin multiplicity: 2
- Orbital gap (alpha / beta): 7.075 / 7.099 eV
- F_max: 3.7 eV/A
- <S²>: 0.75
- M: 917.27 g/mol



Record 5
ORCA calculation (ωB97M-V/def2-TZVPD) on a structure of composition C25H20ClCoN3O2.

Cartesian coordinates (Å):
1 Co 1.171 0.682 -0.804
2 Cl -1.615 -2.977 -6.406
3 C -0.821 -1.918 -5.272
4 C -0.010 -0.874 -5.747
5 C 0.616 -0.030 -4.877
6 C 0.489 -0.160 -3.460
7 O 1.127 0.686 -2.725
8 C -0.339 -1.228 -3.003
9 C -0.604 -1.509 -1.619
10 N -0.077 -0.867 -0.637
11 C -0.431 -1.113 0.714
12 C -1.453 -1.890 1.182
13 C -1.700 -1.984 2.574
14 C -0.921 -1.321 3.474
15 C 0.148 -0.507 3.019
16 C 1.014 0.205 3.886
17 C 2.008 0.974 3.362
18 C 2.115 1.087 1.957
19 N 1.328 0.446 1.132
20 C 0.367 -0.388 1.644
21 C -0.981 -2.084 -3.930
22 H 0.108 -0.744 -6.816
23 H 1.234 0.781 -5.239
24 H -1.305 -2.325 -1.432
25 H -2.107 -2.421 0.503
26 H -2.529 -2.589 2.917
27 H -1.115 -1.388 4.537
28 H 0.868 0.129 4.957
29 H 2.689 1.529 3.991
30 H 2.846 1.749 1.508
31 H -1.611 -2.883 -3.558
32 C 3.310 -1.708 -0.928
33 O 3.185 -0.296 -1.102
34 H 4.317 -2.049 -1.170
35 H 2.581 -2.248 -1.538
36 H 3.109 -1.911 0.122
37 H 3.263 -0.087 -2.042
38 C 0.349 2.522 -0.647
39 C -0.631 2.404 0.436
40 C -1.816 1.667 0.246
41 C -2.625 1.305 1.301
42 C -2.286 1.680 2.604
43 C -1.168 2.486 2.809
44 C -0.373 2.854 1.740
45 C -3.063 1.213 3.718
46 N -3.689 0.820 4.602
47 H 1.118 3.278 -0.464
48 H -0.101 2.688 -1.625
49 H -2.063 1.332 -0.756
50 H -3.509 0.704 1.130
51 H -0.919 2.811 3.812
52 H 0.500 3.471 1.919

Forces on atoms 1 to 2 (eV/Å):
Co 0.402 0.116 -0.150
Cl 0.029 0.035 0.047

Summary:
- LUMO level (alpha / beta): -0.86 / -0.88 eV
- Spin multiplicity: 2
- Orbital gap (alpha / beta): 6.512 / 6.280 eV
- F_max: 0.4 eV/A
- <S²>: 0.85
- M: 488.84 g/mol



Record 6
ORCA calculation (ωB97M-V/def2-TZVPD) on a structure of composition C25H20CoN4STe at a distorted geometry.

Cartesian coordinates (Å):
1 Co -0.464 -0.093 -0.061
2 N 2.880 -1.471 -2.144
3 C 2.696 -1.608 -3.526
4 C 3.719 -2.117 -4.320
5 C 3.545 -2.230 -5.694
6 C 2.368 -1.801 -6.294
7 C 1.343 -1.288 -5.515
8 C 1.499 -1.219 -4.141
9 S 0.108 -0.739 -3.157
10 N 0.723 -0.718 -1.600
11 C 1.960 -1.000 -1.274
12 C 2.305 -0.792 0.143
13 C 3.565 -1.014 0.701
14 C 3.760 -0.768 2.051
15 C 2.701 -0.300 2.817
16 C 1.478 -0.102 2.197
17 N 1.285 -0.336 0.903
18 H 3.796 -1.732 -1.800
19 H 4.647 -2.438 -3.868
20 H 4.336 -2.647 -6.302
21 H 2.235 -1.880 -7.361
22 H 0.416 -0.954 -5.957
23 H 4.395 -1.375 0.114
24 H 4.724 -0.946 2.500
25 H 2.817 -0.105 3.870
26 H 0.617 0.259 2.749
27 N -1.189 2.767 0.313
28 C -1.184 1.612 0.237
29 H -1.231 3.763 0.392
30 Te -1.451 -2.420 0.612
31 C -1.919 -2.182 2.681
32 C -1.472 -3.162 3.555
33 C -1.829 -3.099 4.891
34 C -2.627 -2.063 5.348
35 C -3.075 -1.090 4.467
36 C -2.720 -1.142 3.131
37 C -3.509 -2.770 0.118
38 C -3.853 -4.076 -0.204
39 C -5.184 -4.395 -0.406
40 C -6.156 -3.415 -0.293
41 C -5.802 -2.114 0.028
42 C -4.474 -1.784 0.233
43 H -0.865 -3.979 3.191
44 H -1.493 -3.872 5.566
45 H -2.912 -2.023 6.389
46 H -3.713 -0.295 4.820
47 H -3.069 -0.377 2.452
48 H -3.093 -4.841 -0.278
49 H -5.452 -5.414 -0.644
50 H -7.191 -3.669 -0.456
51 H -6.559 -1.353 0.124
52 H -4.206 -0.766 0.476

Forces on atoms 1 to 2 (eV/Å):
Co 0.857 -2.274 -0.547
N 0.039 0.200 1.396

Summary:
- Charge: +2
- LUMO level (alpha / beta): -6.61 / -7.45 eV
- Spin multiplicity: 4
- Orbital gap (alpha / beta): 6.405 / 5.573 eV
- F_max: 3.3 eV/A
- <S²>: 3.77
- M: 595.06 g/mol



Record 7
ORCA calculation (ωB97M-V/def2-TZVPD) on the molecule C25H20N4O at a distorted geometry.

Cartesian coordinates (Å):
1 C -1.903 -4.300 -3.593
2 C -2.950 -4.294 -2.569
3 C -4.086 -4.997 -2.935
4 C -5.121 -5.152 -2.108
5 C -5.102 -4.584 -0.831
6 C -3.944 -3.821 -0.546
7 C -2.886 -3.572 -1.359
8 C -1.742 -2.624 -1.134
9 N -1.376 -1.746 -2.135
10 C -0.575 -0.645 -2.015
11 C -0.192 -0.328 -0.781
12 C 0.472 0.898 -0.508
13 C 1.866 1.110 -0.224
14 C 2.363 2.273 0.351
15 C 1.528 3.412 0.470
16 O 1.943 4.671 0.924
17 C 3.088 4.853 1.665
18 C 4.337 4.966 1.132
19 C 5.485 5.141 1.901
20 C 5.360 5.198 3.245
21 C 4.170 4.844 3.836
22 C 3.022 4.598 3.056
23 C 0.152 3.236 0.002
24 C -0.300 2.014 -0.444
25 C -0.524 -1.186 0.413
26 C -0.309 -1.080 1.715
27 N 0.432 -0.338 2.492
28 N -1.098 -2.108 2.380
29 N -1.590 -2.820 1.458
30 C -1.364 -2.260 0.206
31 H -1.999 -3.546 -4.276
32 H -0.864 -4.243 -3.193
33 H -1.957 -5.288 -3.986
34 H -4.130 -5.495 -3.964
35 H -5.983 -5.811 -2.339
36 H -5.935 -4.841 -0.099
37 H -3.924 -3.341 0.480
38 H -1.925 -1.934 -2.968
39 H -0.288 0.031 -2.841
40 H 2.484 0.256 -0.492
41 H 3.390 2.315 0.802
42 H 4.436 5.013 0.039
43 H 6.449 5.159 1.434
44 H 6.179 5.380 3.836
45 H 4.014 4.568 4.875
46 H 2.006 4.440 3.450
47 H -0.578 4.007 0.086
48 H -1.358 1.895 -0.649
49 H 0.554 0.628 2.288
50 H 0.272 -0.550 3.456

Forces on atoms 1 to 2 (eV/Å):
C 2.473 -1.761 2.098
C -0.376 0.924 -0.032

Summary:
- SMILES string: Cc1ccccc1-c1[nH]cc(-c2ccc(Oc3ccccc3)cc2)c2c(N)nnc1-2
- LUMO level: -0.22 eV
- Orbital gap: 6.467 eV
- F_max: 5.3 eV/A
- M: 392.46 g/mol



Record 8
ORCA calculation (ωB97M-V/def2-TZVPD) on a structure of composition C25H20N5O4Ta.

Cartesian coordinates (Å):
1 Ta -0.776 0.514 -0.404
2 C -0.668 3.181 -2.237
3 O 0.093 2.151 -1.509
4 C 1.509 2.262 -1.589
5 C 2.165 3.215 -2.335
6 C 3.555 3.206 -2.301
7 C 4.243 2.271 -1.539
8 C 3.559 1.321 -0.799
9 C 2.174 1.317 -0.835
10 N 1.327 0.395 -0.145
11 N 1.960 -0.568 0.430
12 C 1.404 -1.495 1.204
13 C 0.061 -1.471 1.653
14 O -0.751 -0.486 1.192
15 C -0.427 -2.375 2.570
16 C 0.423 -3.358 3.042
17 C 1.765 -3.469 2.629
18 C 2.593 -4.499 3.136
19 C 3.890 -4.600 2.723
20 C 4.395 -3.680 1.787
21 C 3.613 -2.671 1.277
22 C 2.284 -2.539 1.696
23 H -0.374 4.152 -1.849
24 H -1.714 2.993 -2.039
25 H -0.442 3.081 -3.295
26 H 1.642 3.948 -2.929
27 H 4.099 3.944 -2.873
28 H 5.324 2.283 -1.517
29 H 4.079 0.591 -0.197
30 H -1.449 -2.294 2.911
31 H 0.042 -4.072 3.763
32 H 2.181 -5.200 3.851
33 H 4.528 -5.384 3.107
34 H 5.422 -3.770 1.457
35 H 4.020 -1.987 0.547
36 N -3.294 -2.294 -2.386
37 N -2.026 -2.757 -2.024
38 C -1.001 -1.920 -1.837
39 O 0.148 -2.205 -1.595
40 O -1.353 -0.565 -1.828
41 H -3.990 -2.724 -1.790
42 H -3.490 -2.533 -3.352
43 H -1.778 -3.737 -2.085
44 N -7.050 4.126 1.250
45 C -6.042 3.633 1.008
46 C -4.785 3.007 0.700
47 C -4.675 2.227 -0.451
48 C -3.467 1.621 -0.747
49 C -2.361 1.786 0.115
50 C -2.492 2.582 1.261
51 C -3.697 3.188 1.555
52 H -5.529 2.108 -1.103
53 H -3.399 1.020 -1.649
54 H -1.658 2.728 1.938
55 H -3.809 3.798 2.441

Forces on atoms 1 to 2 (eV/Å):
Ta -0.253 0.119 -0.374
C 0.057 -0.022 -0.041

Summary:
- Charge: +2
- LUMO level: -8.14 eV
- Orbital gap: 5.942 eV
- F_max: 0.5 eV/A
- M: 635.41 g/mol